Run a
DFT (the ωB97M-V functional and the def2-TZVPD basis) results for a 2-piece molecular cluster, C4H7OS2 overall.

Calculated values
Frontier orbital gap: 0.249 Eh
Total charge: -1
LUMO: 3.483 eV

Each line ends with the Löwdin charge.
CARTESIAN COORDINATES (ANGSTROEM)
C  -0.15893  -0.37412  2.27834  -0.9877
C  -0.19707  0.65842  -1.87452  -0.1375
C  -0.12684  0.66235  -0.32496  -0.3440
C  -0.06961  -0.75024  0.18832  -0.7100
O  0.82675  -0.65905  2.79949  -0.0835
S  -1.52178  0.43048  2.79727  0.4110
S  1.37463  -1.60031  -0.06646  0.7183
H  0.44831  -0.06429  -2.27607  0.0225
H  0.02129  1.56460  -2.28269  0.0113
H  -1.19915  0.52273  -2.36747  0.0833
H  -1.08487  1.16451  0.03749  0.0903
H  0.80846  1.06196  0.05292  0.0919
H  -0.91647  -1.34442  -0.04095  0.0378
H  1.79528  -1.27261  1.07930  -0.2038

Run b
DFT (the ωB97M-V functional and the def2-TZVPD basis) results for a 2-piece molecular cluster, C4H7OS2 overall.

Calculated values
Frontier orbital gap (alpha / beta): 0.186 / 0.186 Eh
Total charge: -1
LUMO (alpha / beta): 3.262 / 3.262 eV

Each line ends with the Löwdin charge.
CARTESIAN COORDINATES (ANGSTROEM)
C  -0.75124  -0.08304  2.39337  -0.9118
C  1.32299  -1.08953  -0.50115  -0.2971
C  -0.79304  1.66282  -1.02938  -0.4966
C  -0.07081  -0.77680  -0.14171  -0.6691
O  -1.88011  -0.35652  2.12441  0.0104
S  0.67438  -0.02475  3.00863  0.6643
S  -1.00174  -0.03162  -1.50610  0.6452
H  1.90500  -0.69076  0.35239  0.0195
H  1.70324  -0.73511  -1.40967  0.0167
H  1.65896  -2.13531  -0.46010  0.0452
H  -0.16904  1.61883  -0.18837  -0.0149
H  -1.77191  2.08508  -0.85815  0.0016
H  -0.17405  2.18851  -1.80145  0.0212
H  -0.65263  -1.63178  0.01730  -0.0346

Quick one: most stable of them? run a

Run a
DFT (the ωB97M-V functional and the def2-TZVPD basis) results for one molecule with the formula C3H10NO.

Calculated values
Frontier orbital gap (alpha / beta): 0.152 / 0.419 Eh
2S+1: 2
<S²>: 0.75
LUMO (alpha / beta): 0.970 / 0.725 eV

Each line ends with the Löwdin spin population.
CARTESIAN COORDINATES (ANGSTROEM)
O  -0.41575  -2.17552  -0.55173  0.0721
C  -0.29305  -1.54151  0.70299  0.0879
C  0.60089  -0.39492  0.56866  0.0938
N  -0.25457  0.63728  -0.40519  0.1468
C  0.32738  2.04590  -0.54251  0.1398
H  -1.26391  -2.78634  -0.45202  0.0236
H  0.38362  -2.26298  1.30492  0.0122
H  -1.19370  -1.22159  1.26519  0.0325
H  0.84900  0.32761  1.32655  0.0165
H  1.54772  -0.74541  0.03954  0.0136
H  -0.42259  0.37875  -1.38221  0.1197
H  -1.25734  0.60215  -0.18317  0.1631
H  0.36321  2.51129  0.44234  0.0197
H  1.32678  1.91360  -0.94603  0.0128
H  -0.29768  2.71171  -1.18732  0.0458

Run b
DFT (the ωB97M-V functional and the def2-TZVPD basis) results for a 2-piece molecular cluster, C3H10NO overall.

Calculated values
Frontier orbital gap (alpha / beta): 0.348 / 0.329 Eh
2S+1: 2
<S²>: 0.76
LUMO (alpha / beta): 0.894 / -0.599 eV

Each line ends with the Löwdin spin population.
CARTESIAN COORDINATES (ANGSTROEM)
C  0.17806  -0.50668  0.92895  0.0820
O  -0.14477  -0.07345  -0.68902  0.1369
C  0.82655  0.53548  1.67576  0.5884
C  0.20895  1.85375  1.99496  0.0920
N  -0.71604  -1.88016  -3.54159  0.0018
H  0.96004  -1.19704  0.55848  0.0011
H  -0.81904  -0.73379  1.26329  0.0224
H  0.43656  0.73008  -0.74421  0.0025
H  1.82773  0.20977  2.09017  0.0253
H  0.94956  2.68067  1.79951  0.0159
H  -0.60499  2.11867  1.36646  0.0010
H  -0.18287  1.98272  3.00645  0.0281
H  -0.84531  -2.86371  -3.18553  0.0000
H  -0.42902  -1.29824  -2.71443  0.0025
H  -1.64543  -1.55805  -3.80925  0.0000

Run c
DFT (the ωB97M-V functional and the def2-TZVPD basis) results for a 2-piece molecular cluster, C3H10NO overall.

Calculated values
Frontier orbital gap (alpha / beta): 0.100 / 0.279 Eh
2S+1: 2
<S²>: 0.75
LUMO (alpha / beta): 0.075 / -0.056 eV

Each line ends with the Löwdin spin population.
CARTESIAN COORDINATES (ANGSTROEM)
C  -2.36934  0.51356  1.28146  0.0645
C  -1.39482  -0.29687  0.52524  0.3576
C  -0.19541  0.13731  0.19763  0.3069
N  0.67559  -0.60194  -0.72943  0.0732
H  -1.90982  1.35055  1.78790  0.0071
H  -2.98238  1.07509  0.57149  0.0243
H  -3.03779  -0.17659  2.07348  0.0073
H  -1.84458  -1.26549  0.21977  0.0442
H  0.44581  1.00880  0.58209  0.0360
H  0.55041  -0.28766  -1.71005  0.0232
H  1.77938  -0.54620  -0.45917  0.0044
H  0.32510  -1.57341  -0.73492  0.0365
H  3.57154  -0.36580  -1.62303  0.0020
H  3.24169  0.95983  -1.04265  0.0044
O  3.14461  0.06883  -0.93982  0.0086

Run d
DFT (the ωB97M-V functional and the def2-TZVPD basis) results for a 2-piece molecular cluster, C3H10NO overall.

Calculated values
Frontier orbital gap (alpha / beta): 0.339 / 0.351 Eh
2S+1: 2
<S²>: 0.75
LUMO (alpha / beta): 1.093 / 0.052 eV

Each line ends with the Löwdin spin population.
CARTESIAN COORDINATES (ANGSTROEM)
C  0.75612  0.41088  0.79926  0.0829
O  -0.46035  -0.01552  0.06336  0.0855
C  1.91115  0.53098  -0.09728  0.6231
C  2.56824  -0.67207  -0.66726  0.0985
N  -3.88313  -0.05520  0.00054  0.0010
H  0.53071  1.30977  1.37727  0.0036
H  0.73616  -0.40302  1.52668  0.0158
H  -0.38810  0.31712  -0.84774  0.0043
H  2.24460  1.52967  -0.32372  0.0355
H  2.63460  -0.60558  -1.76187  0.0193
H  2.04818  -1.60533  -0.44956  -0.0004
H  3.58290  -0.77750  -0.27665  0.0298
H  -3.75897  -0.13256  0.99212  0.0002
H  -3.32444  -0.79136  -0.40444  0.0009
H  -4.81402  -0.09003  -0.37347  0.0001

Quick one: most stable of them? run d